# C37H43InN4O5S4

A molecular structure, C37H43InN4O5S4 (ωB97M-V with the def2-TZVPD basis set, the Open Molecules 2025 dataset).

Element x y z (Å)
1 In -0.152 -0.425 0.237
2 C -1.294 -3.166 -3.463
3 C 0.089 -2.836 -2.896
4 C 1.062 -4.010 -3.069
5 C 0.707 -1.592 -3.500
6 C 0.549 -1.331 -4.855
7 C 1.155 -0.235 -5.448
8 C 1.919 0.614 -4.665
9 C 2.091 0.396 -3.304
10 C 2.878 1.418 -2.501
11 C 4.358 1.400 -2.893
12 C 2.270 2.819 -2.635
13 C 1.489 -0.733 -2.707
14 N 1.586 -0.936 -1.317
15 C 2.778 -1.164 -0.766
16 O 3.812 -1.588 -1.309
17 C 2.852 -0.764 0.693
18 C 3.885 -1.117 1.537
19 C 3.852 -0.648 2.846
20 C 2.799 0.150 3.275
21 C 1.801 0.450 2.368
22 N 1.874 0.032 1.109
23 C 0.585 1.273 2.737
24 O 0.656 1.980 3.757
25 N -0.430 1.144 1.883
26 C -1.588 1.926 2.129
27 C -2.619 1.378 2.907
28 C -3.747 2.147 3.169
29 C -3.869 3.433 2.667
30 C -2.853 3.961 1.885
31 C -1.706 3.226 1.601
32 C -0.585 3.856 0.792
33 C -1.095 4.644 -0.416
34 C 0.286 4.745 1.694
35 C -2.473 -0.007 3.510
36 C -3.712 -0.875 3.292
37 C -2.124 0.098 5.000
38 H -1.853 -3.787 -2.760
39 H -1.223 -3.704 -4.415
40 H -1.872 -2.253 -3.623
41 H -0.033 -2.650 -1.832
42 H 1.237 -4.191 -4.134
43 H 0.660 -4.929 -2.626
44 H 2.025 -3.780 -2.604
45 H -0.066 -1.997 -5.453
46 H 1.019 -0.034 -6.504
47 H 2.373 1.488 -5.125
48 H 2.813 1.154 -1.449
49 H 4.481 1.647 -3.953
50 H 4.773 0.407 -2.713
51 H 4.925 2.127 -2.301
52 H 2.352 3.197 -3.658
53 H 2.785 3.521 -1.970
54 H 1.211 2.800 -2.363
55 H 4.675 -1.756 1.168
56 H 4.645 -0.911 3.535
57 H 2.715 0.524 4.285
58 H -4.545 1.733 3.778
59 H -4.753 4.023 2.885
60 H -2.956 4.968 1.493
61 H 0.037 3.048 0.416
62 H -1.639 5.544 -0.111
63 H -1.753 4.024 -1.026
64 H -0.251 4.958 -1.038
65 H -0.304 5.585 2.080
66 H 1.135 5.153 1.132
67 H 0.662 4.172 2.544
68 H -1.636 -0.501 3.022
69 H -4.587 -0.474 3.815
70 H -3.521 -1.884 3.671
71 H -3.945 -0.952 2.229
72 H -2.964 0.519 5.566
73 H -1.255 0.746 5.137
74 H -1.884 -0.892 5.400
75 N 1.903 -3.773 0.397
76 C 1.272 -4.609 1.412
77 C -0.143 -4.122 1.739
78 C -0.135 -2.859 2.610
79 O -0.283 -2.998 3.828
80 O 0.067 -1.728 2.029
81 H 1.393 -3.822 -0.476
82 H 2.859 -4.043 0.209
83 H 1.881 -4.562 2.320
84 H 1.219 -5.667 1.120
85 H -0.665 -4.900 2.294
86 H -0.687 -3.919 0.810
87 O -6.299 0.616 -2.937
88 C -5.208 0.402 -2.448
89 S -3.805 1.445 -2.657
90 C -2.656 0.498 -1.715
91 C -3.134 -0.629 -1.155
92 S -2.276 -1.771 -0.154
93 S -4.834 -0.993 -1.441
94 S -1.042 1.131 -1.625

## Properties
HOMO   -2.05 eV
E_LUMO   4.33 eV
Net charge   -2
E   -103788.16805 eV


# C37H43NO2PPm

A molecular structure, C37H43NO2PPm (ωB97M-V with the def2-TZVPD basis set, the Open Molecules 2025 dataset).

Element x y z (Å)
1 O 2.075 -4.352 -0.501
2 C 1.224 -5.540 -0.287
3 C 2.190 -6.626 -0.689
4 H 0.360 -5.506 -0.961
5 H 0.907 -5.658 0.767
6 C 3.059 -5.378 -0.984
7 H 1.807 -7.240 -1.518
8 H 2.607 -7.249 0.119
9 C 3.396 -5.308 -2.474
10 H 2.511 -5.453 -3.110
11 H 4.072 -6.148 -2.725
12 H 3.932 -4.379 -2.697
13 C 4.321 -5.406 -0.136
14 H 4.051 -5.553 0.925
15 H 4.889 -4.488 -0.317
16 H 4.953 -6.256 -0.456
17 Pm 0.866 -0.478 0.167
18 C 1.762 1.159 2.206
19 C 0.547 0.611 2.666
20 C 0.718 -0.793 2.827
21 H -0.364 1.167 2.883
22 C 2.048 -1.103 2.396
23 C 2.686 0.101 2.027
24 H 3.705 0.216 1.675
25 H 1.965 2.223 2.064
26 H 0.014 -1.478 3.273
27 H 2.507 -2.096 2.397
28 C 1.636 1.408 -1.706
29 C 2.762 1.148 -0.888
30 C 3.125 -0.211 -1.086
31 H 3.238 1.883 -0.237
32 C 2.215 -0.798 -2.012
33 C 1.307 0.234 -2.430
34 H 0.563 0.154 -3.228
35 H 1.127 2.380 -1.797
36 H 3.979 -0.718 -0.599
37 H 2.239 -1.836 -2.361
38 O -1.841 -4.356 -1.458
39 C -0.969 -3.324 -0.857
40 C -1.088 -3.367 0.702
41 H -1.276 -2.335 -1.239
42 H 0.062 -3.498 -1.219
43 C -2.410 -4.179 0.937
44 H -1.146 -2.364 1.168
45 H -0.239 -3.945 1.112
46 C -2.736 -4.865 -0.412
47 H -3.265 -3.543 1.200
48 H -2.267 -4.869 1.749
49 H -3.741 -4.579 -0.763
50 H -2.656 -5.980 -0.392
51 N -0.538 1.234 0.105
52 P -1.209 2.668 0.144
53 C -0.250 3.888 1.080
54 C -0.574 4.185 2.414
55 C 0.266 5.010 3.172
56 C 1.440 5.523 2.610
57 C 1.751 5.248 1.273
58 C 0.906 4.440 0.510
59 C -1.435 3.567 -1.438
60 C -1.745 2.794 -2.567
61 C -1.993 3.413 -3.793
62 C -1.976 4.803 -3.905
63 C -1.695 5.579 -2.783
64 C -1.441 4.971 -1.548
65 C -2.875 2.922 0.853
66 C -3.441 4.202 1.021
67 C -4.728 4.343 1.553
68 C -5.472 3.216 1.901
69 C -4.920 1.949 1.716
70 C -3.638 1.794 1.184
71 H -1.491 3.803 2.864
72 H 0.002 5.246 4.203
73 H 2.111 6.146 3.208
74 H 2.650 5.667 0.814
75 H 1.139 4.257 -0.545
76 H -1.766 1.701 -2.491
77 H -2.225 2.808 -4.674
78 H -2.156 5.294 -4.867
79 H -1.685 6.668 -2.841
80 H -1.220 5.592 -0.679
81 H -2.886 5.103 0.754
82 H -5.152 5.340 1.685
83 H -6.473 3.329 2.330
84 H -5.502 1.063 1.979
85 H -3.205 0.801 1.033

## Properties
Energy above the lowest of the compared OMol25 structures with the same formula, charge and spin   37.3 kcal per mole
HOMO (spin up / spin down)   -6.99 / -7.05 eV
E_LUMO (spin up / spin down)   0.43 / 0.43 eV
E   -70493.42806 eV
Spin multiplicity   5